Below is 3 unconnected molecules or ions with the total composition C17H34NO8P2S4 at a distorted geometry, with properties calculated with ωB97M-V/def2-TZVPD.

Values from the calculation:
Total energy (Ha): -3599.8496
HOMO energy (eV): -11.08
Net charge: +1
Max |F| (eV/A): 4.5

Positions of all 66 atoms, in Å:
S -4.3520 -0.7516 -6.0857
O 1.7263 -1.8068 5.8782
H 3.8947 -2.8086 4.6480
H 0.9344 -0.3552 1.7011
C 0.1269 0.2453 1.1325
H 0.5654 5.8754 6.0355
H 2.7209 -2.7601 -4.8696
C -2.4398 0.1303 -4.2603
H -0.8834 -3.2883 -0.5186
C -1.4976 -0.5726 -1.4370
O 1.4920 -0.4124 -4.8549
S 3.9125 -0.8693 -6.5269
O 1.5988 5.4312 2.8459
H 3.1536 -3.6698 3.2719
H 0.9599 4.3201 5.3010
C -0.4828 -0.6000 -2.6288
H -0.4481 0.8260 1.9444
P -1.0944 -0.9776 0.3623
C -0.4526 -2.7622 0.4175
H -4.4669 -2.7737 -7.4425
C 3.0519 -2.8282 3.9582
O 0.4322 -2.8375 4.0165
C 0.4164 -2.4060 7.8492
P 2.3093 -1.6643 -5.7091
H -3.6702 1.5103 -5.4773
N -2.8755 -0.1999 -1.7188
H 2.9788 -1.8959 3.4014
H 0.1284 -3.3953 7.4880
H -3.1333 -2.9730 -6.2126
C -3.0804 0.5322 -5.6624
C -3.5903 -2.2044 -6.9464
H 2.4465 2.9551 0.5117
C 2.4064 3.9620 0.9290
O 1.6963 -4.2817 5.6436
C -3.3645 0.1304 -3.0226
H 1.3423 -2.5261 8.4165
H -0.2930 -1.3465 6.0957
H 0.6917 -2.8530 0.3580
H 1.5611 -2.2311 -6.7864
H -0.9082 -3.2761 1.3262
H 0.8350 -0.4453 7.1013
H 1.9716 4.6507 0.2074
S 1.3752 3.9037 2.3677
O -0.1202 -0.3134 -6.4842
C -2.5706 -1.8335 -8.1370
H -2.7240 -0.7331 -8.4313
C 0.7631 5.9487 3.8847
H -1.5107 -2.0254 -7.7300
O 1.9917 3.0228 3.3250
H 0.5903 -0.8702 -2.3653
C 0.1035 -0.3104 -5.2610
H -3.5445 -0.1513 -0.9339
H 3.4055 4.2808 1.2239
H -2.6670 -2.5363 -9.0483
H -2.3342 0.7725 -6.4864
C 1.1455 5.3947 5.2449
H 2.2096 5.5492 5.4388
C -0.9554 -0.2624 -4.0921
H 0.8986 7.0325 3.8904
H 0.5687 0.9828 0.3851
S 1.5603 -3.0695 4.8819
H -4.4669 0.4169 -3.1861
H -0.3700 -2.0536 8.5203
O 0.0063 3.7386 1.9521
H -0.2901 5.7560 3.6610
C 0.6154 -1.4366 6.6985